one) {
  "formula": "C2H8N",
  "method": "wB97M-V/def2-TZVPD",
  "elements": ["C", "N", "C", "H", "H", "H", "H", "H", "H", "H", "H"],
  "coordinates": [[0.252, 0.376, 1.101], [0.569, 0.108, -0.295], [-0.628, -0.388, -0.983], [1.120, 0.483, 1.705], [-0.452, 1.250, 1.449], [-0.235, -0.552, 1.431], [1.394, -0.488, -0.335], [0.895, 1.011, -0.788], [-0.833, -1.445, -0.544], [-0.504, -0.401, -2.035], [-1.578, 0.047, -0.705]],
  "smiles": "C[NH2+]C",
  "e_homo_ev": -18.426,
  "lumo_energy_ev": -3.83,
  "multiplicity": 1,
  "total_charge": 1,
  "gap_ha": 0.53625
}

two) {
  "formula": "C2H8N",
  "method": "wB97M-V/def2-TZVPD",
  "elements": ["N", "H", "H", "H", "H", "C", "C", "H", "H", "H", "H"],
  "coordinates": [[0.885, 0.154, 2.367], [0.585, -0.823, 2.444], [1.735, 0.282, 2.928], [1.023, 0.443, 1.397], [0.143, 0.719, 2.790], [-0.655, 0.213, -1.070], [-0.582, -0.429, -2.218], [-0.047, -0.086, -0.218], [-1.252, 1.102, -0.905], [0.033, -1.301, -2.393], [-1.139, -0.122, -3.093]],
  "e_homo_ev": -13.730,
  "lumo_energy_ev": -4.55,
  "multiplicity": 1,
  "total_charge": 1,
  "gap_ha": 0.33719
}

If we sort the structures by their calculated energies, the order from most to least stable is one), two).

one) {
  "formula": "C37H29F6N7O5S5Ti",
  "method": "wB97M-V/def2-TZVPD",
  "elements": ["Ti", "S", "C", "C", "C", "C", "N", "C", "C", "C", "S", "C", "N", "H", "H", "F", "C", "F", "F", "S", "O", "O", "N", "S", "O", "O", "C", "F", "F", "F", "O", "C", "C", "C", "C", "C", "C", "C", "C", "N", "H", "H", "H", "H", "H", "H", "H", "H", "H", "H", "H", "N", "C", "S", "C", "C", "C", "N", "C", "C", "H", "H", "H", "H", "H", "H", "N", "C", "C", "C", "C", "C", "C", "C", "C", "C", "C", "C", "C", "C", "H", "H", "H", "H", "H", "H", "H", "H", "H", "H"],
  "coordinates": [[0.736, -0.349, -0.377], [0.222, -1.427, -2.502], [-0.786, -0.175, -3.199], [-1.867, -0.515, -4.010], [-2.704, 0.455, -4.549], [-3.816, 0.047, -5.361], [-4.708, -0.281, -6.008], [-2.454, 1.808, -4.281], [-1.375, 2.158, -3.484], [-0.531, 1.193, -2.936], [0.792, 1.659, -1.908], [-3.317, 2.841, -4.780], [-4.009, 3.669, -5.181], [-2.068, -1.559, -4.211], [-1.206, 3.201, -3.249], [3.489, -5.584, -1.187], [3.201, -4.290, -1.319], [2.591, -4.096, -2.477], [4.348, -3.599, -1.318], [2.194, -3.699, 0.102], [1.963, -2.304, -0.222], [2.998, -3.952, 1.260], [0.958, -4.634, -0.080], [-0.475, -4.349, 0.505], [-0.680, -2.972, 0.882], [-1.463, -5.034, -0.260], [-0.450, -5.249, 2.116], [-0.057, -6.511, 1.952], [0.382, -4.655, 2.978], [-1.673, -5.252, 2.649], [0.987, -1.112, 1.997], [1.108, -0.786, 3.373], [-0.127, -0.129, 3.968], [-0.698, 0.980, 3.084], [0.279, 2.072, 2.737], [0.358, 3.222, 3.524], [1.186, 4.260, 3.139], [1.912, 4.129, 1.965], [1.796, 2.946, 1.257], [1.023, 1.929, 1.634], [0.297, -1.789, 1.866], [1.961, -0.108, 3.449], [1.368, -1.692, 3.930], [0.150, 0.267, 4.952], [-0.904, -0.879, 4.138], [-1.558, 1.433, 3.581], [-1.053, 0.543, 2.153], [-0.255, 3.297, 4.413], [1.247, 5.164, 3.732], [2.547, 4.923, 1.597], [2.341, 2.806, 0.329], [7.790, 1.058, 0.767], [7.235, 0.663, -0.394], [8.108, 0.427, -1.756], [5.723, 0.484, -0.340], [5.017, 0.449, 0.859], [3.646, 0.282, 0.821], [2.964, 0.179, -0.318], [3.637, 0.195, -1.471], [5.014, 0.342, -1.523], [8.794, 1.100, 0.816], [7.272, 1.084, 1.625], [5.474, 0.511, 1.837], [3.065, 0.216, 1.728], [3.038, 0.090, -2.366], [5.524, 0.345, -2.474], [-1.070, 0.069, -0.006], [-2.294, 0.339, -0.109], [-2.758, 1.723, -0.442], [-1.948, 2.810, -0.123], [-2.294, 4.086, -0.539], [-3.442, 4.286, -1.294], [-4.254, 3.208, -1.618], [-3.919, 1.934, -1.185], [-3.336, -0.733, 0.023], [-3.138, -1.957, -0.607], [-4.066, -2.976, -0.453], [-5.187, -2.782, 0.341], [-5.382, -1.567, 0.984], [-4.463, -0.542, 0.816], [-1.025, 2.626, 0.412], [-1.649, 4.922, -0.297], [-3.699, 5.279, -1.640], [-5.133, 3.354, -2.233], [-4.537, 1.090, -1.465], [-2.236, -2.105, -1.188], [-3.894, -3.929, -0.935], [-5.907, -3.582, 0.466], [-6.251, -1.416, 1.613], [-4.618, 0.415, 1.304]],
  "e_homo_ev": [-4.898, -5.021],
  "lumo_energy_ev": [0.93, 0.91],
  "multiplicity": 2,
  "total_charge": -1,
  "gap_ha": [0.21408, 0.21810],
  "s2": 0.76
}

two) {
  "formula": "C37H29F6N7O5S5Ti",
  "method": "wB97M-V/def2-TZVPD",
  "elements": ["Ti", "S", "C", "C", "C", "C", "N", "C", "C", "C", "S", "C", "N", "H", "H", "F", "C", "F", "F", "S", "O", "O", "N", "S", "O", "O", "C", "F", "F", "F", "O", "C", "C", "C", "C", "C", "C", "C", "C", "N", "H", "H", "H", "H", "H", "H", "H", "H", "H", "H", "H", "N", "C", "S", "C", "C", "C", "N", "C", "C", "H", "H", "H", "H", "H", "H", "N", "C", "C", "C", "C", "C", "C", "C", "C", "C", "C", "C", "C", "C", "H", "H", "H", "H", "H", "H", "H", "H", "H", "H"],
  "coordinates": [[-0.128, -0.697, 0.210], [-1.145, 0.495, 2.257], [-0.471, 2.093, 2.023], [-1.208, 3.084, 1.370], [-0.709, 4.363, 1.178], [-1.528, 5.366, 0.555], [-2.186, 6.184, 0.087], [0.586, 4.674, 1.615], [1.334, 3.700, 2.263], [0.810, 2.436, 2.499], [1.801, 1.299, 3.405], [1.162, 5.965, 1.379], [1.630, 7.001, 1.202], [-2.195, 2.842, 1.005], [2.339, 3.937, 2.587], [-5.817, 0.008, -0.382], [-4.589, 0.228, 0.091], [-4.642, 1.220, 0.974], [-4.173, -0.879, 0.707], [-3.443, 0.689, -1.277], [-2.145, 0.760, -0.658], [-4.019, 1.869, -1.831], [-3.563, -0.508, -2.304], [-2.582, -1.726, -2.287], [-1.804, -1.872, -1.065], [-1.903, -1.917, -3.530], [-3.773, -3.132, -2.211], [-3.096, -4.275, -2.070], [-4.606, -3.009, -1.175], [-4.491, -3.195, -3.327], [1.236, -1.434, 1.252], [2.537, -1.808, 0.918], [2.593, -3.317, 0.689], [1.470, -3.779, -0.252], [1.498, -3.030, -1.551], [2.184, -3.547, -2.646], [2.243, -2.826, -3.823], [1.609, -1.598, -3.881], [0.952, -1.148, -2.752], [0.894, -1.835, -1.607], [1.036, 0.232, 3.083], [3.227, -1.531, 1.727], [2.878, -1.277, 0.019], [2.479, -3.839, 1.643], [3.571, -3.588, 0.278], [0.509, -3.610, 0.233], [1.566, -4.848, -0.451], [2.661, -4.514, -2.557], [2.773, -3.218, -4.683], [1.609, -0.994, -4.777], [0.449, -0.191, -2.758], [-3.421, -3.666, 6.047], [-3.401, -4.432, 4.945], [-4.106, -5.916, 4.867], [-2.662, -3.823, 3.806], [-1.463, -3.152, 4.011], [-0.834, -2.552, 2.932], [-1.338, -2.564, 1.696], [-2.480, -3.227, 1.508], [-3.166, -3.881, 2.515], [-3.934, -3.993, 6.849], [-3.118, -2.707, 6.011], [-1.008, -3.102, 4.991], [0.104, -2.028, 3.044], [-2.868, -3.219, 0.503], [-4.087, -4.408, 2.310], [0.823, 0.780, -0.509], [1.456, 1.748, -1.007], [0.773, 2.888, -1.706], [-0.443, 2.688, -2.352], [-1.125, 3.748, -2.926], [-0.596, 5.030, -2.861], [0.620, 5.242, -2.226], [1.303, 4.177, -1.659], [2.957, 1.798, -0.939], [3.621, 1.314, 0.183], [5.007, 1.290, 0.228], [5.748, 1.732, -0.860], [5.094, 2.203, -1.991], [3.708, 2.244, -2.025], [-0.867, 1.694, -2.365], [-2.084, 3.576, -3.398], [-1.141, 5.866, -3.281], [1.024, 6.244, -2.144], [2.242, 4.352, -1.148], [3.038, 0.953, 1.019], [5.508, 0.924, 1.115], [6.831, 1.710, -0.828], [5.665, 2.542, -2.846], [3.198, 2.624, -2.903]],
  "e_homo_ev": [-4.899, -5.606],
  "lumo_energy_ev": [1.48, 1.46],
  "multiplicity": 2,
  "total_charge": -1,
  "gap_ha": [0.23439, 0.25984],
  "s2": 0.77
}

If we sort the structures by their calculated energies, the order from most to least stable is two), one).

one) {
  "formula": "CH3NO2P2",
  "method": "wB97M-V/def2-TZVPD",
  "elements": ["C", "N", "O", "O", "P", "P", "H", "H", "H"],
  "coordinates": [[0.111, 1.315, 0.147], [0.936, 0.360, -0.180], [2.852, -1.211, 0.027], [-1.532, -0.749, -0.533], [2.696, 0.248, -0.110], [-1.643, 0.945, -0.242], [0.500, -0.575, -0.506], [-1.715, -1.163, 0.315], [-2.206, 0.830, 1.082]],
  "smiles": "O=PNC#[PH]O",
  "e_homo_ev": -8.535,
  "lumo_energy_ev": -1.21,
  "multiplicity": 1,
  "total_charge": 0,
  "gap_ha": 0.26910
}

two) {
  "formula": "CH3NO2P2",
  "method": "wB97M-V/def2-TZVPD",
  "elements": ["C", "N", "O", "O", "P", "P", "H", "H", "H"],
  "coordinates": [[-1.033, 0.150, 1.246], [-0.318, 0.941, 1.868], [-2.208, -2.076, 2.490], [0.504, -0.057, -0.837], [-2.498, -0.637, 2.367], [-1.085, -0.397, -0.507], [0.481, 1.439, 1.635], [0.684, -0.565, -1.643], [-0.896, -1.731, -0.058]],
  "smiles": "[H]/N=C(/P=O)PO",
  "e_homo_ev": -8.376,
  "lumo_energy_ev": -1.00,
  "multiplicity": 1,
  "total_charge": 0,
  "gap_ha": 0.27121
}

If we sort the structures by their calculated energies, the order from most to least stable is two), one).

one) {
  "formula": "C2HNO3",
  "method": "wB97M-V/def2-TZVPD",
  "elements": ["C", "C", "N", "O", "O", "O", "H"],
  "coordinates": [[-0.173, 0.082, -0.445], [-0.654, 1.472, -0.634], [-0.682, -0.707, -1.330], [-0.450, 2.451, 0.005], [-1.272, 1.380, -1.875], [-1.348, 0.033, -2.228], [0.361, -0.076, 0.422]],
  "smiles": "O=c1cnoo1",
  "e_homo_ev": -11.044,
  "lumo_energy_ev": -0.22,
  "multiplicity": 1,
  "total_charge": 0,
  "gap_ha": 0.39776
}

two) {
  "formula": "C2HNO3",
  "method": "wB97M-V/def2-TZVPD",
  "elements": ["C", "C", "H", "N", "O", "O", "O"],
  "coordinates": [[1.060, 0.201, -0.052], [-0.931, -0.391, 0.001], [-1.826, -1.140, 0.280], [-1.040, 0.853, 0.001], [2.266, -0.005, 0.040], [0.113, -0.860, -0.168], [0.358, 1.342, -0.102]],
  "smiles": "O=c1ocno1",
  "e_homo_ev": -10.908,
  "lumo_energy_ev": 0.55,
  "multiplicity": 1,
  "total_charge": 0,
  "gap_ha": 0.42101
}

If we sort the structures by their calculated energies, the order from most to least stable is two), one).

one) {
  "formula": "C3H3F2N",
  "method": "wB97M-V/def2-TZVPD",
  "elements": ["C", "C", "C", "N", "F", "F", "H", "H", "H"],
  "coordinates": [[-0.515, -0.229, 1.232], [0.696, 0.481, -0.244], [-0.510, -0.389, -0.566], [0.523, 0.482, 1.162], [-1.532, -0.015, -1.318], [-0.143, -1.603, -1.102], [-0.891, -0.562, 2.099], [1.635, 0.249, -0.609], [0.736, 1.585, -0.654]],
  "e_homo_ev": -10.383,
  "lumo_energy_ev": 1.04,
  "multiplicity": 1,
  "total_charge": 0,
  "gap_ha": 0.41961
}

two) {
  "formula": "C3H3F2N",
  "method": "wB97M-V/def2-TZVPD",
  "elements": ["C", "C", "C", "N", "F", "F", "H", "H", "H"],
  "coordinates": [[0.264, 0.745, -1.034], [-0.213, -0.483, 0.504], [0.505, -0.684, -0.804], [-0.368, 0.992, 0.027], [2.291, -0.626, -0.406], [0.431, -1.720, -1.585], [0.590, 1.447, -1.876], [-1.024, -1.109, 0.673], [0.457, -0.449, 1.262]],
  "e_homo_ev": -11.268,
  "lumo_energy_ev": -0.29,
  "multiplicity": 1,
  "total_charge": 0,
  "gap_ha": 0.40331
}

If we sort the structures by their calculated energies, the order from most to least stable is one), two).